Formula: C24H32Cl5O3SSeSiY
Source: the Open Molecules 2025 dataset
Level of theory: ωB97M-V/def2-TZVPD

ORCA input file:
```
! RIJCOSX wB97M-V def2-TZVPD def2/J DEFGRID3
* xyz 0 1
Y -0.26352 -2.22866 0.30035
Cl -0.25647 0.98530 0.87379
C 0.67825 0.18583 2.09899
C 0.99817 -1.12354 1.79693
C 1.58432 -1.87308 2.79458
Cl 1.73587 -3.55666 2.37002
C 1.91001 -1.36308 4.04030
Cl 2.62266 -2.35737 5.24336
C 1.61445 -0.01870 4.29141
Cl 1.99277 0.65851 5.82075
C 0.98368 0.76770 3.31984
Cl 0.57240 2.40127 3.64472
Se -2.17284 -2.15560 2.31921
C -4.01943 -2.28173 1.76192
C -4.90167 -1.26541 2.10930
C -6.24745 -1.38093 1.78980
C -6.71433 -2.50061 1.11697
C -5.83104 -3.50891 0.76055
C -4.48672 -3.40343 1.08670
H -4.52723 -0.39091 2.62467
H -6.93592 -0.59318 2.06868
H -7.76583 -2.59797 0.87885
H -6.18934 -4.38332 0.23101
H -3.79966 -4.20030 0.84035
C -2.23730 -5.77176 -1.26831
C -0.79319 -5.69654 -0.78414
C -0.71537 -5.78488 0.73661
C 0.02112 -6.82947 -1.40078
O -0.30197 -4.37765 -1.16581
Si 0.99665 -3.97712 -2.16281
S 0.84708 -1.88072 -2.09690
O 2.24575 -4.56187 -1.29853
C 3.63450 -4.78804 -1.60755
C 4.28363 -5.18491 -0.28704
C 3.77752 -5.91649 -2.62706
C 4.25128 -3.49820 -2.14089
O 0.96199 -4.66525 -3.62184
C 0.32016 -4.42072 -4.88655
C -1.00777 -3.69206 -4.70911
C 1.28487 -3.60078 -5.73548
C 0.08346 -5.79481 -5.50456
H -2.73331 -6.64899 -0.85233
H -2.26668 -5.83692 -2.35761
H -2.78424 -4.87882 -0.96681
H -1.13730 -6.72722 1.08560
H -1.27329 -4.97130 1.21396
H 0.32795 -5.73550 1.05301
H -0.43871 -7.77978 -1.13047
H 1.04398 -6.80840 -1.02788
H 0.04617 -6.74822 -2.48755
H 3.82520 -6.09688 0.09964
H 4.14556 -4.39164 0.44902
H 5.35043 -5.36031 -0.42836
H 3.32740 -6.83406 -2.24359
H 4.83063 -6.10499 -2.83852
H 3.26935 -5.64859 -3.55070
H 4.05741 -2.67878 -1.44766
H 3.80549 -3.23780 -3.10413
H 5.32795 -3.61162 -2.26864
H -0.84754 -2.69309 -4.30802
H -1.64484 -4.24773 -4.01673
H -1.51932 -3.60905 -5.66831
H 1.44161 -2.62430 -5.27381
H 0.88744 -3.45757 -6.74078
H 2.24530 -4.11328 -5.80973
H -0.61853 -6.36401 -4.89226
H 1.02239 -6.34725 -5.56181
H -0.32916 -5.69493 -6.50862
*
```

The value obtained for the highest occupied orbital energy is -7.90 eV. The calculation puts the energy at -6588.1246 Eh. As for the energy above the lowest of the compared OMol25 structures with the same formula, charge and spin: 1.4234 eV.

***

Formula: C24H32ClF5NO15
Source: the Open Molecules 2025 dataset
Level of theory: ωB97M-V/def2-TZVPD

ORCA input file:
```
! RIJCOSX wB97M-V def2-TZVPD def2/J DEFGRID3
* xyz 1 1
C 5.18511 0.66668 0.05580
C 3.84514 -0.05381 -0.02395
C 3.40733 -0.38353 -1.45272
C 3.92843 -1.73743 -2.04955
C 5.26960 -2.26142 -1.52374
C 3.93290 -1.55300 -3.52244
N 4.89795 -1.01400 -4.19580
C 4.65639 -0.95394 -5.64776
Cl 5.48888 -2.34321 -6.39700
C 3.13903 -1.06485 -5.69507
C 2.82941 -1.91498 -4.46050
H 5.99363 0.13506 -0.44953
H 5.50649 0.81261 1.08713
H 5.10690 1.65206 -0.40252
H 3.06781 0.60547 0.36206
H 3.83035 -0.94635 0.60687
H 3.71044 0.44825 -2.09907
H 2.31743 -0.40461 -1.49177
H 3.16165 -2.48883 -1.84637
H 6.11776 -1.64733 -1.82961
H 5.25627 -2.26310 -0.43626
H 5.44636 -3.28090 -1.86516
H 5.78100 -0.72996 -3.78830
H 5.08832 -0.05577 -6.07709
H 2.74060 -0.05950 -5.53627
H 2.76553 -1.45213 -6.63705
H 2.96980 -2.98579 -4.66513
H 1.83923 -1.79265 -4.02553
C -2.25142 -0.70297 -0.37584
C -1.46865 -0.92955 -1.65430
O -0.34956 -0.06329 -1.49491
C -0.21419 0.23982 -0.17197
O 0.70008 0.86624 0.26580
O -1.22239 -0.27186 0.53319
F -2.14140 -0.55350 -2.76387
H -2.95860 0.11362 -0.51766
H -2.75105 -1.57995 0.01587
H -1.10624 -1.94939 -1.79932
C -2.16129 3.25635 -1.28422
C -2.58895 4.66451 -0.89600
O -3.88182 4.46467 -0.36733
C -4.03206 3.16775 -0.00094
O -4.93929 2.72300 0.60993
O -2.96005 2.44236 -0.42552
F -2.67019 5.47793 -1.97440
H -2.43724 3.07343 -2.32459
H -1.10913 3.04407 -1.11700
H -1.96618 5.14956 -0.14282
C -6.45632 -3.18152 2.13951
C -4.97972 -2.87087 2.33801
O -4.53369 -2.70776 1.00613
C -5.59733 -2.37315 0.21583
O -5.48101 -1.99502 -0.90142
O -6.74118 -2.52453 0.89930
F -4.30724 -3.90094 2.91406
H -6.59507 -4.25695 2.01389
H -7.09827 -2.78746 2.92008
H -4.77865 -1.96124 2.90543
C -5.68405 -3.08128 7.46513
C -6.62136 -3.56077 6.36812
O -6.68088 -2.44047 5.50424
C -5.57460 -1.66608 5.70538
O -5.25053 -0.77517 4.99451
O -4.90509 -2.08913 6.79317
F -7.86291 -3.82556 6.83104
H -6.26699 -2.61422 8.26034
H -5.02482 -3.84515 7.86335
H -6.26903 -4.42794 5.80591
C 3.62394 4.38169 1.09263
C 5.07425 4.84142 1.05835
O 5.02783 5.97651 0.23518
C 3.74428 6.44283 0.16707
O 3.42259 7.45527 -0.34552
O 2.90859 5.57434 0.78890
F 5.88062 3.90796 0.47759
H 3.46070 3.64755 0.29983
H 3.29396 3.98887 2.04916
H 5.50187 5.10291 2.02705
*
```

The value obtained for the highest occupied orbital energy is -13.09 eV. The calculation puts the energy at -3076.4558 Eh.

***

Formula: C24H32ClN6O4
Source: the Open Molecules 2025 dataset
Level of theory: ωB97M-V/def2-TZVPD

ORCA input file:
```
! RIJCOSX wB97M-V def2-TZVPD def2/J DEFGRID3
* xyz -2 2
Cl -25.26435 -28.98601 -4.96258
O -24.93264 -30.32711 -5.41741
O -25.59733 -28.95783 -3.56501
O -24.09674 -28.20999 -5.25416
O -26.28225 -28.38975 -5.79451
C -27.40900 -33.51704 -1.20251
C -25.96106 -33.28121 -0.70236
C -25.26464 -32.33750 -1.74742
C -25.35565 -32.86758 -3.11170
N -25.35571 -33.31501 -4.19263
H -27.32654 -34.19220 -2.05424
H -27.99397 -32.61366 -1.37520
H -27.97861 -34.01878 -0.42027
H -25.44202 -34.21499 -0.48612
H -26.06952 -32.79892 0.26910
H -24.20846 -32.18700 -1.52393
H -25.62719 -31.30974 -1.76643
N -25.81939 -24.15911 -7.45786
C -24.99200 -24.89743 -6.69531
C -23.72682 -24.32307 -6.83355
C -23.82295 -23.13517 -7.51433
C -25.13840 -23.03227 -7.83513
H -26.79170 -24.31354 -7.68338
H -25.33623 -25.77141 -6.16232
H -22.90438 -24.79584 -6.31732
H -23.05610 -22.38430 -7.63489
H -25.66640 -22.23721 -8.34062
N -28.73518 -29.71804 -4.21859
C -28.56014 -30.77687 -3.38270
C -29.84249 -31.08009 -2.90299
C -30.72135 -30.11682 -3.37475
C -30.07122 -29.26974 -4.21677
H -28.07629 -29.08295 -4.64595
H -27.54079 -31.12387 -3.29953
H -30.05146 -31.95112 -2.29964
H -31.77226 -30.11867 -3.12574
H -30.30405 -28.41525 -4.83488
N -22.87712 -27.71747 -2.10061
C -23.57598 -26.78317 -1.38466
C -22.79305 -26.42660 -0.30704
C -21.55315 -27.09369 -0.42837
C -21.64578 -27.89194 -1.55179
H -23.29174 -28.08449 -2.94529
H -24.58999 -26.55071 -1.67475
H -23.17907 -25.72464 0.41728
H -20.75944 -26.98815 0.29639
H -20.95349 -28.62036 -1.94744
N -29.19968 -27.88437 -1.51189
C -30.00238 -27.04282 -0.77635
C -29.23789 -26.52154 0.25280
C -27.92933 -26.81993 -0.01640
C -27.90032 -27.77357 -0.99023
H -29.45465 -28.52413 -2.25067
H -31.03443 -26.85679 -1.03454
H -29.56444 -25.84729 1.03071
H -27.05236 -26.49580 0.52421
H -27.10786 -28.27494 -1.52598
N -23.84464 -26.72631 -9.31563
C -23.79962 -26.66692 -10.67357
C -23.07663 -27.76268 -11.12541
C -22.68671 -28.51005 -10.03815
C -23.05298 -27.74067 -8.88831
H -24.35967 -26.04436 -8.77731
H -24.33620 -25.92063 -11.24062
H -22.85317 -27.99928 -12.15521
H -22.34492 -29.52872 -10.14719
H -22.97788 -27.91159 -7.82457
*
```

The value obtained for the highest occupied orbital energy (spin up / spin down) is 3.04 / -3.59 eV. The calculation puts the energy at -2023.0477 Eh.

***

Formula: C24H32InN4O3PS
Source: the Open Molecules 2025 dataset
Level of theory: ωB97M-V/def2-TZVPD

ORCA input file:
```
! RIJCOSX wB97M-V def2-TZVPD def2/J DEFGRID3
* xyz 2 1
In 0.78893 -1.06897 -0.28571
N -0.56852 -0.88966 -2.10860
C -1.41984 -2.10424 -2.22209
C -0.51427 -3.29426 -2.43880
N 0.43634 -3.42734 -1.31329
C -0.12106 -4.25942 -0.23058
C 0.51182 -3.88543 1.09142
N 0.17931 -2.47219 1.38682
C 1.72881 -3.96345 -1.79113
C 2.60518 -2.83408 -2.30339
N 2.75601 -1.84476 -1.22269
H -0.07771 -0.71973 -2.98495
H -1.13791 -0.05810 -1.96126
H -1.98719 -2.19888 -1.29306
H -2.13999 -2.01869 -3.03553
H -1.08804 -4.21125 -2.59612
H 0.06377 -3.13035 -3.35075
H -1.19656 -4.07148 -0.17298
H 0.00018 -5.32618 -0.43754
H 0.16530 -4.55048 1.88150
H 1.59837 -3.96753 1.05613
H -0.78953 -2.40201 1.68837
H 0.75651 -2.10997 2.14528
H 2.23268 -4.46533 -0.96322
H 1.57285 -4.71883 -2.56572
H 3.56682 -3.22521 -2.63431
H 2.14974 -2.33479 -3.16001
H 3.33066 -2.22871 -0.47318
H 3.24755 -1.00962 -1.53532
O 2.22544 -0.53873 1.34992
S 2.89876 0.66429 0.73003
O 4.32172 0.60392 0.74081
O 2.26523 0.80221 -0.61706
C 2.23883 2.01095 1.63247
C 3.06927 2.78979 2.40990
C 2.51372 3.83067 3.14937
C 1.15109 4.05807 3.10550
C 0.32190 3.25734 2.32194
C 0.84619 2.22207 1.56339
P -0.31761 1.25163 0.51963
C -0.68826 2.26975 -0.92513
C -1.91939 2.12040 -1.57580
C -2.19757 2.84394 -2.72545
C -1.24978 3.72769 -3.22882
C -0.03324 3.88754 -2.58170
C 0.25180 3.16065 -1.43273
C -1.83301 1.17838 1.50468
C -1.86097 0.24662 2.54624
C -2.95181 0.16696 3.39572
C -4.03477 1.01714 3.20595
C -4.01157 1.95683 2.18599
C -2.91173 2.04561 1.34237
H 4.13196 2.58690 2.43224
H 3.15003 4.45691 3.75986
H 0.71930 4.86436 3.68293
H -0.74280 3.45263 2.31184
H -2.69216 1.47925 -1.15887
H -3.15845 2.73808 -3.21170
H -1.46874 4.30377 -4.11806
H 0.69837 4.58478 -2.96783
H 1.20690 3.28887 -0.93938
H -0.99478 -0.37925 2.73174
H -2.95720 -0.54330 4.21182
H -4.89125 0.95518 3.86395
H -4.84676 2.63092 2.05055
H -2.89890 2.79813 0.56439
*
```

The value obtained for the highest occupied orbital energy is -14.34 eV. The calculation puts the energy at -2307.7474 Eh.

***

Question: The highest energy belongs to which entry?
Answer: C24H32ClN6O4